ORCA calculation (ωB97M-V/def2-TZVPD) on C36H30ClN5O6ReSTe as an isolated structure.

Highest occupied orbital energy (spin up / spin down) = -5.842 / -5.739 eV
Total charge = 0
LUMO (spin up / spin down) = -2.32 / -2.32 eV
Expectation value of S² = 0.765
ΔE to the lowest compared entry with this formula, charge and spin = 205.4 kJ/mol
2S+1 = 2
Kohn-Sham gap (spin up / spin down) = 3.5 / 3.4 eV

Geometry as XYZ:
```
81
Properties=species:S:1:pos:R:3:mulliken_charge:R:1
Re 0.116 0.026 1.117 2.317
O 0.435 -1.918 1.410 -0.429
N 1.582 -2.398 0.970 -0.612
N 2.258 -1.574 0.301 1.147
O 1.848 -0.363 0.014 -0.564
C 3.567 -1.953 -0.150 -0.020
C 4.193 -3.069 0.381 -0.304
C 5.455 -3.398 -0.080 -0.625
C 6.080 -2.618 -1.047 -0.521
C 5.437 -1.502 -1.559 -0.601
C 4.168 -1.161 -1.113 -0.132
H 3.699 -3.661 1.137 0.506
H 5.957 -4.267 0.325 0.388
H 7.068 -2.881 -1.399 0.406
H 5.917 -0.896 -2.316 0.390
H 3.638 -0.308 -1.509 0.482
C -0.621 -0.711 4.364 -1.524
C -1.744 -0.044 3.634 1.176
C -2.897 0.299 4.383 -1.100
C -3.981 0.845 3.779 -0.774
C -3.977 1.004 2.375 1.024
C -5.109 1.460 1.661 -0.856
C -5.083 1.516 0.296 -0.887
C -3.928 1.118 -0.402 -0.500
C -2.806 0.693 0.266 0.212
S -1.347 0.224 -0.607 -0.385
C -2.807 0.648 1.681 -0.141
N -1.667 0.196 2.329 0.273
H -1.033 -1.275 5.201 0.572
H 0.088 0.009 4.771 0.181
H -0.072 -1.384 3.712 0.266
H -2.884 0.114 5.448 0.474
H -4.860 1.124 4.347 0.462
H -5.995 1.745 2.215 0.411
H -5.951 1.853 -0.255 0.423
H -3.911 1.142 -1.484 0.565
O 1.919 4.435 4.627 -0.564
C 1.335 4.985 3.575 0.414
O 1.121 6.167 3.499 -0.577
C 0.842 4.053 2.516 -0.189
C 0.223 4.430 1.341 0.238
Cl -0.093 5.966 0.709 -0.116
N -0.090 3.316 0.634 0.463
N 0.299 2.217 1.317 -0.453
C 0.867 2.648 2.434 0.428
C 1.495 1.579 3.266 0.797
O 2.019 1.838 4.349 -0.829
O 1.443 0.434 2.710 -0.664
C -0.459 3.269 -0.746 -0.448
C 0.460 2.768 -1.653 -0.036
C 0.102 2.678 -2.987 -0.682
C -1.153 3.112 -3.397 -0.595
C -2.050 3.633 -2.477 -0.746
C -1.708 3.710 -1.136 -0.078
H 2.012 3.442 4.555 0.396
H 1.421 2.413 -1.303 0.356
H 0.791 2.250 -3.702 0.414
H -1.433 3.037 -4.440 0.439
H -3.026 3.972 -2.802 0.430
H -2.403 4.089 -0.398 0.499
C 1.434 -4.499 -8.547 -1.468
C 1.254 -3.839 -7.207 0.715
C -0.008 -3.571 -6.699 -1.044
C -0.187 -2.969 -5.459 0.934
C -1.571 -2.704 -4.942 -1.749
C 0.939 -2.621 -4.709 -0.201
Te 0.677 -1.751 -2.801 0.047
C 2.223 -2.872 -5.201 1.198
C 3.449 -2.519 -4.409 -1.390
C 2.357 -3.481 -6.442 -1.025
H 0.473 -4.690 -9.023 0.335
H 1.955 -5.452 -8.447 0.319
H 2.024 -3.872 -9.217 0.331
H -0.883 -3.837 -7.282 0.225
H -2.327 -3.005 -5.665 0.355
H -1.712 -1.642 -4.724 0.262
H -1.750 -3.251 -4.011 0.343
H 3.373 -1.507 -4.002 0.220
H 4.345 -2.572 -5.026 0.357
H 3.581 -3.197 -3.562 0.306
H 3.354 -3.676 -6.821 0.331
```



ORCA calculation (ωB97M-V/def2-TZVPD) on a 5-piece molecular cluster, C36H30F32N2O4 overall.

Highest occupied orbital energy = -9.141 eV
Total charge = 0
Structure (SMILES) = FC(F)C(F)(F)COC(F)(F)C(F)F.FC(F)C(F)(F)COC(F)(F)C(F)F.FC(F)C(F)(F)COC(F)(F)C(F)F.FC(F)C(F)(F)COC(F)(F)C(F)F.c1ccc(CCc2ccc3nccnc3c2)cc1
LUMO = -0.24 eV
2S+1 = 1
Kohn-Sham gap = 8.9 eV

Geometry as XYZ:
```
104
Properties=species:S:1:pos:R:3:mulliken_charge:R:1
C 4.140 0.609 -0.421 -0.415
C 3.600 0.374 0.836 -0.614
C 2.628 1.227 1.347 -0.525
C 2.176 2.329 0.625 0.810
C 1.142 3.235 1.263 -0.916
C 0.140 3.863 0.281 -1.598
C -0.974 2.881 0.009 0.835
C -1.979 2.727 1.002 -0.561
C -2.994 1.830 0.804 -0.795
C -3.056 1.047 -0.370 0.203
N -4.082 0.164 -0.521 -0.370
C -4.082 -0.506 -1.642 0.286
C -3.094 -0.339 -2.629 -0.535
N -2.081 0.475 -2.515 -0.619
C -2.063 1.188 -1.353 0.346
C -1.023 2.123 -1.132 -0.295
C 2.717 2.538 -0.643 -0.229
C 3.692 1.688 -1.147 -0.666
H 4.904 -0.036 -0.820 0.420
H 3.928 -0.480 1.411 0.377
H 2.208 1.030 2.324 0.349
H 0.574 2.630 1.965 0.469
H 1.667 3.990 1.849 0.429
H 0.608 4.161 -0.650 0.622
H -0.318 4.726 0.757 0.422
H -1.930 3.329 1.895 0.443
H -3.779 1.713 1.534 0.437
H -4.892 -1.201 -1.796 0.127
H -3.170 -0.923 -3.536 0.429
H -0.250 2.242 -1.876 0.400
H 2.381 3.369 -1.243 0.336
H 4.102 1.854 -2.129 0.363
C 8.920 1.562 -5.242 -0.802
C 8.286 1.238 -3.878 0.929
C 6.764 1.331 -3.763 0.107
F 6.324 2.587 -3.979 -0.213
F 6.397 0.983 -2.505 -0.228
F 8.867 1.986 -2.917 -0.249
F 8.591 -0.065 -3.616 -0.334
O 9.477 2.855 -5.402 -0.397
C 8.719 3.912 -5.843 0.752
C 8.653 5.020 -4.791 0.220
F 8.084 4.558 -3.660 -0.157
F 7.893 6.041 -5.255 -0.300
F 7.491 3.530 -6.237 -0.276
F 9.339 4.429 -6.925 -0.302
H 9.779 0.897 -5.314 0.414
H 8.264 1.295 -6.071 0.346
H 6.272 0.656 -4.468 0.262
H 9.652 5.396 -4.561 0.312
C -6.454 -5.426 -0.291 -0.884
C -6.961 -5.736 1.127 0.996
C -8.474 -5.772 1.346 0.068
F -9.039 -4.574 1.116 -0.221
F -8.713 -6.103 2.640 -0.248
F -6.386 -4.900 2.014 -0.281
F -6.524 -6.998 1.420 -0.311
O -6.023 -4.102 -0.551 -0.370
C -6.896 -3.132 -0.977 0.762
C -6.969 -1.961 0.009 0.391
F -7.413 -2.392 1.206 -0.241
F -7.844 -1.048 -0.468 -0.275
F -8.112 -3.635 -1.254 -0.326
F -6.402 -2.642 -2.144 -0.322
H -5.547 -6.019 -0.397 0.429
H -7.141 -5.788 -1.056 0.326
H -8.945 -6.522 0.704 0.306
H -5.987 -1.496 0.134 0.206
C 7.051 7.419 -1.764 -0.535
C 8.220 7.222 -0.777 0.927
C 7.868 6.957 0.688 0.071
F 7.213 7.999 1.237 -0.230
F 9.015 6.777 1.387 -0.267
F 9.073 8.265 -0.872 -0.288
F 8.902 6.118 -1.193 -0.310
O 6.731 8.755 -2.121 -0.413
C 5.845 9.511 -1.394 0.767
C 6.512 10.767 -0.828 0.204
F 7.518 10.438 0.003 -0.218
F 5.596 11.474 -0.127 -0.261
F 5.229 8.797 -0.436 -0.291
F 4.885 9.932 -2.249 -0.305
H 7.388 6.978 -2.700 0.135
H 6.169 6.848 -1.475 0.423
H 7.258 6.055 0.782 0.294
H 6.904 11.384 -1.639 0.245
C -7.781 -9.040 4.361 -0.699
C -9.146 -9.738 4.241 0.924
C -10.250 -9.307 5.207 0.098
F -9.918 -9.575 6.485 -0.226
F -11.378 -10.001 4.919 -0.269
F -8.982 -11.077 4.294 -0.288
F -9.614 -9.440 2.993 -0.321
O -6.751 -9.729 5.051 -0.409
C -6.589 -9.611 6.409 0.784
C -6.741 -10.963 7.110 0.197
F -7.971 -11.469 6.902 -0.220
F -6.572 -10.792 8.440 -0.258
F -7.401 -8.680 6.941 -0.282
F -5.320 -9.199 6.625 -0.303
H -7.409 -8.980 3.339 0.353
H -7.880 -8.009 4.698 0.408
H -10.461 -8.240 5.102 0.273
H -5.995 -11.667 6.735 0.240
```



ORCA calculation (ωB97M-V/def2-TZVPD) on a 6-piece molecular cluster, C36H30F6 overall.

Highest occupied orbital energy = -9.259 eV
Total charge = 0
Structure (SMILES) = Fc1ccccc1.Fc1ccccc1.Fc1ccccc1.Fc1ccccc1.Fc1ccccc1.Fc1ccccc1
LUMO = 0.63 eV
ΔE to the lowest compared entry with this formula, charge and spin = 0.0 kJ/mol
2S+1 = 1
Kohn-Sham gap = 9.9 eV

Geometry as XYZ:
```
72
Properties=species:S:1:pos:R:3:mulliken_charge:R:1
F -22.376 -10.362 -19.903 -0.326
C -23.390 -10.043 -19.071 0.482
C -23.984 -8.806 -19.188 -0.731
C -25.016 -8.488 -18.318 -0.030
C -25.459 -9.395 -17.365 -0.681
C -24.846 -10.633 -17.289 -0.197
C -23.798 -10.968 -18.133 -0.724
H -23.637 -8.090 -19.920 0.432
H -25.550 -7.555 -18.449 0.271
H -26.332 -9.137 -16.781 0.477
H -25.143 -11.373 -16.555 0.575
H -23.272 -11.909 -18.045 0.456
F -26.715 -12.881 -8.318 -0.373
C -26.097 -13.854 -9.023 0.479
C -24.740 -13.781 -9.235 -0.512
C -24.131 -14.798 -9.964 -0.428
C -24.893 -15.831 -10.485 -0.526
C -26.261 -15.891 -10.248 -0.249
C -26.861 -14.905 -9.486 -0.471
H -24.178 -12.907 -8.932 0.430
H -23.075 -14.739 -10.188 0.379
H -24.399 -16.606 -11.058 0.439
H -26.836 -16.700 -10.681 0.392
H -27.928 -14.886 -9.298 0.456
F -25.458 -5.880 -15.675 -0.360
C -26.643 -6.397 -15.300 0.335
C -26.860 -6.716 -13.975 -0.333
C -28.111 -7.202 -13.600 -0.537
C -29.104 -7.395 -14.552 -0.473
C -28.852 -7.092 -15.885 -0.336
C -27.616 -6.594 -16.263 -0.389
H -26.090 -6.563 -13.229 0.468
H -28.271 -7.429 -12.554 0.386
H -30.064 -7.799 -14.255 0.409
H -29.629 -7.200 -16.630 0.401
H -27.425 -6.341 -17.298 0.432
F -24.038 -12.681 -13.342 -0.413
C -25.328 -12.299 -13.176 -0.200
C -25.745 -11.148 -13.793 -0.735
C -27.062 -10.738 -13.626 -0.130
C -27.948 -11.556 -12.931 -0.584
C -27.520 -12.735 -12.342 -1.088
C -26.180 -13.108 -12.451 0.293
H -25.008 -10.549 -14.313 0.761
H -27.426 -9.796 -14.013 0.381
H -28.990 -11.263 -12.847 0.437
H -28.161 -13.357 -11.734 0.473
H -25.849 -14.065 -12.067 0.798
F -26.281 -18.588 -12.881 -0.396
C -25.393 -17.731 -13.429 0.288
C -24.045 -18.027 -13.362 -0.551
C -23.121 -17.132 -13.876 -0.396
C -23.559 -15.969 -14.494 -0.722
C -24.917 -15.706 -14.574 -0.010
C -25.849 -16.583 -14.041 -0.219
H -23.740 -18.960 -12.900 0.423
H -22.062 -17.353 -13.851 0.396
H -22.839 -15.261 -14.880 0.440
H -25.242 -14.804 -15.078 0.300
H -26.917 -16.399 -14.060 0.441
F -30.088 -14.131 -13.700 -0.294
C -29.768 -14.464 -14.970 0.302
C -30.743 -14.989 -15.786 -0.582
C -30.389 -15.364 -17.076 -0.327
C -29.078 -15.244 -17.517 -0.695
C -28.121 -14.707 -16.674 -0.486
C -28.463 -14.312 -15.391 0.134
H -31.762 -15.071 -15.432 0.443
H -31.141 -15.763 -17.745 0.363
H -28.841 -15.560 -18.524 0.401
H -27.097 -14.560 -16.995 0.367
H -27.719 -13.925 -14.705 0.365
```



ORCA calculation (ωB97M-V/def2-TZVPD) on C36H31AsClN2O5PRuS as an isolated structure.

Highest occupied orbital energy (spin up / spin down) = -3.540 / -3.541 eV
Total charge = -1
LUMO (spin up / spin down) = 1.98 / 1.95 eV
Expectation value of S² = 0.756
ΔE to the lowest compared entry with this formula, charge and spin = 243.1 kJ/mol
2S+1 = 2
Kohn-Sham gap (spin up / spin down) = 5.5 / 5.5 eV

Geometry as XYZ:
```
79
Properties=species:S:1:pos:R:3:mulliken_charge:R:1
Ru -2.326 -0.068 0.882 -0.353
O -6.440 -0.140 2.343 -0.504
C -5.104 -0.149 2.275 -0.027
O -4.520 0.242 1.282 -0.307
C -4.425 -0.633 3.503 0.492
C -5.114 -0.980 4.650 -0.740
C -4.381 -1.339 5.771 -0.463
C -3.001 -1.304 5.711 -0.817
C -2.400 -0.960 4.503 0.193
N -3.097 -0.650 3.420 0.697
C -0.904 -0.768 4.433 0.294
O -0.336 -0.225 5.358 -0.624
O -0.386 -1.184 3.311 -0.202
H -6.743 0.236 1.502 0.384
H -6.194 -0.951 4.664 0.520
H -4.884 -1.615 6.688 0.416
H -2.383 -1.518 6.571 0.517
C -2.773 2.378 -0.955 -1.454
C -2.694 0.882 -0.770 1.245
O -3.054 0.121 -1.644 -0.597
H -3.043 2.596 -1.989 0.392
H -1.846 2.866 -0.669 0.225
H -3.543 2.755 -0.280 0.278
Cl -2.966 -2.345 0.737 -0.480
S -1.615 1.873 2.012 -0.230
C -3.097 2.391 2.642 0.485
N -4.115 2.732 3.077 -0.725
C 0.538 0.619 -1.034 -0.138
C 1.128 1.865 -0.398 -1.690
As 2.555 2.794 -1.401 0.186
C 1.715 3.053 -3.147 0.101
C 0.340 3.224 -3.275 -0.020
C -0.232 3.512 -4.508 -0.598
C 0.568 3.638 -5.633 -0.458
C 1.944 3.487 -5.516 -0.553
C 2.511 3.205 -4.282 -0.371
C 3.630 1.198 -1.761 -0.007
C 3.398 0.298 -2.800 0.057
C 4.147 -0.866 -2.903 -0.627
C 5.134 -1.147 -1.967 -0.438
C 5.370 -0.260 -0.929 -0.612
C 4.625 0.907 -0.831 -0.310
P -0.174 -0.555 0.210 1.702
C 1.107 -0.779 1.407 0.361
C 2.311 -1.327 0.927 -0.640
C 3.378 -1.643 1.732 -1.153
C 3.219 -1.421 3.132 -0.610
C 2.101 -0.876 3.663 -1.286
C 0.936 -0.468 2.842 0.320
C -0.195 -2.079 -0.805 0.894
C -0.639 -2.019 -2.126 -0.615
C -0.703 -3.169 -2.900 -0.736
C -0.335 -4.393 -2.359 -0.533
C 0.086 -4.462 -1.039 -0.780
C 0.153 -3.312 -0.265 -0.252
H 1.316 0.049 -1.544 0.064
H -0.218 0.859 -1.784 0.695
H 1.630 1.598 0.538 0.646
H 0.367 2.602 -0.130 0.266
H -0.301 3.133 -2.408 0.277
H -1.306 3.629 -4.587 0.385
H 0.124 3.856 -6.596 0.368
H 2.578 3.590 -6.388 0.371
H 3.587 3.092 -4.204 0.402
H 2.615 0.492 -3.522 0.398
H 3.945 -1.564 -3.706 0.384
H 5.705 -2.064 -2.039 0.376
H 6.121 -0.481 -0.182 0.384
H 4.806 1.587 -0.006 0.334
H 2.398 -1.517 -0.141 0.370
H 4.292 -2.049 1.321 0.463
H 4.033 -1.680 3.804 0.358
H 2.027 -0.690 4.725 0.467
H 0.621 0.557 3.061 0.350
H -0.972 -1.080 -2.548 0.180
H -1.054 -3.109 -3.923 0.415
H -0.388 -5.292 -2.962 0.370
H 0.359 -5.416 -0.606 0.405
H 0.476 -3.367 0.766 0.460
```



ORCA calculation (ωB97M-V/def2-TZVPD) on C36H31BF9IKN5O3 as an isolated structure.

Highest occupied orbital energy = -0.749 eV
Total charge = -2
LUMO = 2.95 eV
ΔE to the lowest compared entry with this formula, charge and spin = 401.8 kJ/mol
2S+1 = 1
Kohn-Sham gap = 3.7 eV

Geometry as XYZ:
```
87
Properties=species:S:1:pos:R:3:mulliken_charge:R:1
K -0.271 0.617 0.235 0.893
C -2.044 -2.140 0.608 -0.661
C -1.836 -2.144 2.125 -0.057
N -2.110 -0.854 2.738 1.423
C -1.790 -0.830 4.156 -0.710
C -0.301 -0.922 4.462 -1.211
C -3.457 -0.376 2.497 -0.338
C -3.589 1.137 2.696 -1.003
N -2.596 1.814 1.906 -0.166
C -1.967 2.893 2.321 0.344
C -1.050 3.516 1.401 0.200
F -0.942 2.949 0.174 -0.368
C -0.337 4.651 1.662 0.000
F 0.473 5.154 0.709 -0.313
C -0.431 5.323 2.879 -0.763
C -1.300 4.761 3.793 0.157
F -1.449 5.364 5.003 -0.363
C -2.031 3.621 3.553 0.597
F -2.858 3.201 4.563 -0.412
H -1.307 -2.786 0.132 0.255
H -1.915 -1.135 0.207 -0.377
H -3.042 -2.489 0.329 0.408
H -0.792 -2.376 2.324 -0.314
H -2.447 -2.948 2.586 0.154
H -2.339 -1.631 4.690 0.321
H -2.148 0.120 4.555 0.265
H 0.133 -1.877 4.164 0.230
H -0.141 -0.797 5.536 0.501
H 0.236 -0.135 3.933 0.164
H -4.192 -0.896 3.146 0.099
H -3.707 -0.610 1.461 -0.347
H -3.567 1.358 3.764 0.493
H -4.604 1.416 2.353 0.343
H 0.132 6.219 3.092 0.462
C 4.044 -2.083 -1.663 -1.207
C 3.883 -2.905 -2.764 -0.532
C 2.622 -3.037 -3.324 -0.646
C 1.558 -2.352 -2.740 0.355
N 1.726 -1.520 -1.722 0.670
C 2.936 -1.384 -1.197 -0.439
C 0.152 -2.540 -3.215 0.477
C -0.228 -3.681 -3.923 -0.813
C -1.548 -3.831 -4.308 -0.517
C -2.458 -2.837 -3.989 -0.588
C -1.992 -1.738 -3.280 -0.061
N -0.729 -1.590 -2.899 0.010
H 5.008 -1.968 -1.184 0.481
H 4.726 -3.444 -3.182 0.390
H 2.476 -3.648 -4.206 0.355
H 3.020 -0.680 -0.380 0.636
H 0.492 -4.457 -4.140 0.336
H -1.867 -4.724 -4.832 0.382
H -3.500 -2.913 -4.273 0.409
H -2.660 -0.933 -2.988 0.286
F 0.892 -3.633 0.660 -0.502
C 1.746 -3.011 1.551 -0.105
C 1.706 -1.650 1.708 0.803
C 2.630 -1.193 2.613 -0.333
F 2.703 0.149 2.897 -0.475
C 3.532 -1.980 3.308 0.262
F 4.438 -1.464 4.173 -0.371
C 3.508 -3.348 3.110 0.579
F 4.359 -4.156 3.783 -0.365
C 2.597 -3.876 2.217 0.116
F 2.570 -5.219 2.024 -0.382
O 3.230 1.781 -1.475 -0.398
B 1.821 2.034 -1.782 -0.033
O 1.890 3.088 -2.792 -0.800
C 3.189 3.401 -3.022 0.732
C 3.724 4.343 -3.874 -1.002
C 5.120 4.460 -3.925 -0.397
C 5.932 3.654 -3.140 -0.495
C 5.379 2.705 -2.269 -0.905
C 4.006 2.601 -2.226 0.612
H 3.081 4.974 -4.476 0.408
H 5.571 5.194 -4.583 0.347
H 7.010 3.762 -3.197 0.338
H 6.003 2.077 -1.645 0.421
N -5.149 0.192 -0.967 -0.376
C -4.328 0.841 -1.845 0.724
O -3.157 1.024 -1.634 -0.384
C -4.923 1.233 -3.182 -1.169
I -6.677 2.472 -2.980 -0.002
H -4.773 0.101 -0.034 0.213
H -6.144 0.325 -1.043 0.214
H -5.326 0.387 -3.731 0.388
H -4.233 1.826 -3.766 0.445
```



Question: Among the records above, which one has the lowest total charge?
Answer: C36H31BF9IKN5O3



Question: Look up the total charge of the fourth one.
Answer: -1



Question: Which formula does entry 4 have?
Answer: C36H31AsClN2O5PRuS